ORCA calculation (wB97M-V/def2-TZVPD) on the molecule C4H5NO2.

The geometry in ORCA input format:
```
! RIJCOSX wB97M-V def2-TZVPD def2/J DEFGRID3
* xyz 0 1
H 0.338 -2.158 -0.341
N 0.690 -1.275 0.013
C -0.124 -0.313 -0.139
C -1.513 -0.386 -0.720
C 0.456 0.981 0.355
O 1.865 1.220 -0.123
C 1.688 0.791 1.120
O 2.317 0.473 2.072
H -1.463 -0.231 -1.805
H -1.944 -1.375 -0.532
H -2.183 0.374 -0.305
H -0.127 1.899 0.406
*
```

E	-9812.2303	eV
structure (SMILES)	[H]/N=C(\C)[C@@H]1OC1=O
LUMO energy	0.598	eV
ΔE to the lowest compared entry with this formula, charge and spin	2.084	eV